Here is a structure of composition C54H50AsFIrN4O5Si from the Open Molecules 2025 dataset. Energies are from ωB97M-V with the def2-TZVPD basis set.

**Orbital gap**: 0.214 hartree
**Multiplicity**: 1
**Energy relative to the best compared isomer or geometry (same formula, charge and spin)**: 33.85 kcal per mole
**Charge**: +1

Atoms and positions in Å:
Ir (-0.40838, -1.19047, 0.79122)
O (-0.45984, 6.95320, 1.87378)
C (0.04833, 6.01919, 1.04392)
O (0.68592, 6.34196, 0.08436)
C (-0.23203, 4.58174, 1.37936)
C (-1.35564, 4.18607, 2.09530)
C (-1.62381, 2.84424, 2.29345)
C (-0.76069, 1.88474, 1.77146)
C (0.35572, 2.27184, 1.04432)
C (0.62060, 3.61709, 0.85575)
N (-1.01287, 0.48014, 1.95600)
C (-1.65294, 0.11302, 3.00416)
C (-1.87694, -1.30074, 3.25548)
C (-2.45432, -1.78510, 4.41502)
C (-2.51978, -3.15897, 4.59895)
C (-1.98065, -3.99036, 3.63255)
C (-1.42711, -3.43521, 2.48913)
N (-1.41634, -2.11780, 2.29090)
H (-0.85043, 6.54693, 2.65606)
H (-2.07152, 4.91195, 2.46227)
H (-2.53653, 2.57047, 2.80298)
H (0.99548, 1.52150, 0.60859)
H (1.47669, 3.93066, 0.27419)
H (-1.97536, 0.82682, 3.75427)
H (-2.83285, -1.09820, 5.15936)
H (-2.97045, -3.57014, 5.49144)
H (-1.98325, -5.06451, 3.74919)
H (-0.99885, -4.03626, 1.70028)
C (6.70939, -1.75719, -0.14434)
C (6.50442, -0.90353, 1.10059)
C (7.27208, -1.47796, 2.27872)
C (6.98374, -0.70609, 3.55322)
C (5.51210, -0.75259, 3.84107)
C (5.02198, -0.73242, 5.12345)
C (3.64655, -0.76809, 5.34875)
F (3.21305, -0.73794, 6.61716)
C (2.74453, -0.82962, 4.33015)
C (3.22127, -0.84516, 3.00917)
C (2.27358, -0.86888, 1.90813)
O (1.04981, -1.05959, 2.22442)
C (2.79203, -0.66757, 0.61408)
C (4.16464, -0.67516, 0.46570)
N (5.04971, -0.80141, 1.44752)
C (4.59999, -0.81519, 2.76597)
C (2.03352, -0.43560, -0.68776)
O (2.68448, -0.30412, -1.70571)
O (0.74631, -0.31524, -0.63775)
H (7.76779, -1.99992, -0.22852)
H (6.41909, -1.25425, -1.06426)
H (6.15237, -2.69202, -0.06498)
H (6.84810, 0.11715, 0.91157)
H (8.33359, -1.44915, 2.03585)
H (6.99533, -2.52908, 2.40607)
H (7.30015, 0.33509, 3.43457)
H (7.54173, -1.11270, 4.39588)
H (5.69337, -0.68087, 5.97079)
H (1.68338, -0.85570, 4.52620)
H (4.54020, -0.57550, -0.54271)
C (1.73596, 4.00176, -3.35640)
C (0.70908, 4.65287, -2.69039)
C (-0.36177, 3.92812, -2.18193)
C (-0.42313, 2.54620, -2.33938)
C (0.63425, 1.89810, -2.97539)
C (1.70082, 2.62062, -3.48776)
As (-1.85918, 1.43941, -1.59854)
C (-3.23090, 2.77143, -1.20373)
C (-3.96903, 2.56349, -0.04233)
C (-4.98831, 3.43224, 0.32857)
C (-5.27686, 4.53014, -0.46661)
C (-4.56210, 4.74044, -1.64003)
C (-3.55221, 3.86447, -2.00868)
C (-2.61679, 0.72150, -3.25818)
C (-3.89066, 1.02595, -3.72602)
C (-4.36184, 0.46155, -4.90526)
C (-3.56547, -0.40887, -5.63367)
C (-2.29838, -0.72978, -5.16564)
C (-1.83400, -0.17604, -3.98243)
H (2.56935, 4.56616, -3.75446)
H (0.73949, 5.72439, -2.54619)
H (-1.13607, 4.45922, -1.64417)
H (0.66601, 0.82010, -3.03659)
H (2.51213, 2.09543, -3.97487)
H (-3.75210, 1.69725, 0.57457)
H (-5.55774, 3.25068, 1.23194)
H (-6.06456, 5.21587, -0.18263)
H (-4.79817, 5.58552, -2.27341)
H (-3.01579, 4.02682, -2.93599)
H (-4.53437, 1.69550, -3.17019)
H (-5.35491, 0.71040, -5.25704)
H (-3.93074, -0.83680, -6.55803)
H (-1.67001, -1.41601, -5.72087)
H (-0.85644, -0.46575, -3.61754)
C (-2.91411, -4.76573, -0.41673)
Si (-2.84354, -2.90734, -0.63480)
C (-3.79419, -2.49341, -2.18882)
C (-3.83279, -2.01657, 0.69128)
N (-1.11115, -2.36560, -0.57611)
C (-0.21054, -2.89222, -1.55403)
C (1.05792, -3.30446, -1.13416)
C (1.98511, -3.81858, -2.02350)
C (1.65691, -3.97479, -3.36075)
C (0.38585, -3.61860, -3.78347)
C (-0.53767, -3.08703, -2.89549)
H (-3.92832, -5.11219, -0.62744)
H (-2.65607, -5.11255, 0.58439)
H (-2.24694, -5.26217, -1.12564)
H (-4.74629, -3.01730, -2.05087)
H (-3.39446, -2.80912, -3.14657)
H (-4.01290, -1.42681, -2.25768)
H (-4.86270, -1.94132, 0.33651)
H (-3.46584, -0.99690, 0.83546)
H (-3.85825, -2.52710, 1.65423)
H (1.29702, -3.25384, -0.07643)
H (2.96384, -4.10939, -1.66332)
H (2.37600, -4.37679, -4.06114)
H (0.10433, -3.74554, -4.82095)
H (-1.49729, -2.78045, -3.27139)

---

Here is a cluster of 4 separate species, C54H50F3NO11P3 in total from the Open Molecules 2025 dataset. Energies are from ωB97M-V with the def2-TZVPD basis set.

**Orbital gap**: 0.209 hartree
**Multiplicity**: 1
**Charge**: -1

Atoms and positions in Å:
C (-1.71432, -2.28050, -0.05450)
C (-1.54750, -0.80512, 0.25371)
O (-1.26946, -0.10131, -0.92504)
C (-0.78075, 1.21340, -0.70046)
P (0.09901, 1.91886, -2.23015)
C (-0.70331, 3.66921, -2.07628)
C (-1.75877, 3.78965, -3.09561)
O (-2.94198, 3.68442, -2.90058)
C (1.60615, 2.45544, -1.16873)
O (1.18380, 3.34416, -0.08713)
C (2.12623, 3.86805, 0.66404)
F (1.57919, 4.77903, 1.49923)
F (2.76537, 2.94727, 1.44003)
F (3.10580, 4.49119, -0.03455)
O (0.98397, 0.43311, -2.54428)
C (1.30826, 0.25938, -3.89672)
P (0.09511, -0.65439, -5.00791)
C (-1.37713, 0.43827, -5.29979)
C (-0.61980, -1.80604, -3.77961)
C (1.75868, 1.66878, -4.35077)
C (3.21205, 1.92212, -3.90949)
P (1.82964, 1.94609, -6.17538)
N (2.49664, 3.27568, -6.69086)
O (0.87686, 2.56734, -3.73755)
H (-0.74986, -2.78847, -0.08872)
H (-2.33920, -2.76632, 0.69715)
H (-2.19402, -2.39491, -1.02843)
H (-0.73446, -0.64938, 0.97744)
H (-2.46432, -0.40456, 0.71994)
H (-0.10771, 1.20687, 0.16791)
H (-1.63496, 1.86286, -0.46718)
H (-0.99242, 1.43274, -3.00319)
H (-1.13434, 3.82355, -1.08808)
H (0.07764, 4.40587, -2.26747)
H (-1.40019, 3.95553, -4.13064)
H (2.04046, 1.56632, -0.70782)
H (2.35300, 2.97104, -1.76383)
H (2.18452, -0.40279, -3.95386)
H (-2.20977, 0.16501, -4.65114)
H (-1.68638, 0.34424, -6.34370)
H (-1.14048, 1.47947, -5.09539)
H (0.12406, -2.54680, -3.47659)
H (-1.44425, -2.32776, -4.27227)
H (-0.97786, -1.27922, -2.89598)
H (3.93150, 1.54297, -4.64042)
H (3.41335, 1.43848, -2.95210)
H (3.37265, 2.99680, -3.82247)
H (0.50493, 1.76817, -6.59503)
H (2.43773, 0.74501, -6.59450)
H (3.31260, 3.09157, -7.26158)
C (-5.67778, 1.07088, 2.05132)
C (-7.01259, 1.42494, 2.21285)
C (-7.90724, 0.52929, 2.77385)
C (-7.47408, -0.73203, 3.16595)
C (-6.13764, -1.09468, 2.98660)
C (-5.24189, -0.18515, 2.43875)
C (-5.64274, -2.44824, 3.37095)
O (-4.47954, -2.75730, 3.22884)
C (-6.63221, -3.40246, 3.95520)
C (-6.20493, -4.67408, 4.31903)
C (-7.09124, -5.55213, 4.91896)
C (-8.41070, -5.17427, 5.14154)
C (-8.84460, -3.91410, 4.76746)
C (-7.95710, -3.02240, 4.17676)
C (-8.45012, -1.66648, 3.79316)
O (-9.60035, -1.33824, 3.99586)
H (-4.97795, 1.77152, 1.61477)
H (-7.35251, 2.40375, 1.90081)
H (-8.94694, 0.78939, 2.91836)
H (-4.20678, -0.47287, 2.31285)
H (-5.17388, -4.95014, 4.15240)
H (-6.75427, -6.53854, 5.21132)
H (-9.10102, -5.86526, 5.60836)
H (-9.86586, -3.59816, 4.93095)
C (6.63965, 6.28480, -7.43438)
C (5.55788, 5.54528, -6.96632)
C (5.76149, 4.30115, -6.39428)
C (7.05271, 3.79233, -6.29564)
C (8.13890, 4.53240, -6.76466)
C (7.92640, 5.78286, -7.33411)
C (9.52853, 4.00398, -6.66947)
O (10.48007, 4.64547, -7.06372)
C (9.71343, 2.64836, -6.06663)
C (10.99569, 2.11727, -5.98812)
C (11.19286, 0.86687, -5.42776)
C (10.11161, 0.14028, -4.94011)
C (8.83207, 0.66274, -5.01667)
C (8.62956, 1.91596, -5.58155)
C (7.24090, 2.45347, -5.66729)
O (6.28669, 1.83759, -5.25174)
H (6.47578, 7.25902, -7.87680)
H (4.55237, 5.93805, -7.04328)
H (4.93038, 3.71913, -6.01338)
H (8.77917, 6.34481, -7.69008)
H (11.82306, 2.69992, -6.36969)
H (12.19193, 0.45454, -5.36866)
H (10.26929, -0.83563, -4.49952)
H (7.97557, 0.11684, -4.64450)
C (-3.45236, -6.93767, 9.26188)
C (-2.60154, -6.61474, 10.31379)
C (-1.83955, -5.46018, 10.26303)
C (-1.92025, -4.62308, 9.15631)
C (-2.76839, -4.95142, 8.09869)
C (-3.53633, -6.10801, 8.15724)
C (-2.86626, -4.07813, 6.89341)
O (-3.61377, -4.33646, 5.97641)
C (-2.00360, -2.86477, 6.84572)
C (-2.04094, -2.06991, 5.70492)
C (-1.24797, -0.93691, 5.63312)
C (-0.42169, -0.59269, 6.69797)
C (-0.38094, -1.38293, 7.83444)
C (-1.16851, -2.52569, 7.91154)
C (-1.09460, -3.37669, 9.13215)
O (-0.39040, -3.07854, 10.07313)
H (-4.04928, -7.83944, 9.30603)
H (-2.53458, -7.26706, 11.17485)
H (-1.17534, -5.18801, 11.07192)
H (-4.18978, -6.33871, 7.32666)
H (-2.68841, -2.35794, 4.88571)
H (-1.26889, -0.32187, 4.74294)
H (0.19615, 0.29363, 6.63618)
H (0.25922, -1.13390, 8.66971)

---

Number 1: total energy -147278.2676 eV. Number 2: total energy -116842.6771 eV.